C2H2F5NOP | the ωB97M-V functional and the def2-TZVPD basis

Calculated values
Energy relative to the best compared isomer or geometry (same formula, charge and spin)   0.0 kcal/mol
LUMO   0.1561 Ha
Net charge   -1
Multiplicity   1
Orbital gap   7.88 eV

```
12
Properties=species:S:1:pos:R:3:lowdin_charge:R:1
C -1.698 -0.333 -0.094 -0.692
C 0.602 0.765 0.061 -0.714
N -0.590 -0.048 0.662 -0.108
O 0.111 -1.217 0.969 -0.409
F -2.302 0.773 -0.578 0.112
F -1.560 -1.160 -1.164 0.094
F -2.639 -0.933 0.672 0.105
F 1.036 1.629 0.994 0.039
F 0.237 1.547 -0.989 0.020
P 1.702 -0.689 -0.336 0.801
H 2.626 0.245 -1.006 -0.136
H 2.474 -0.579 0.809 -0.110
```

C2H2F6NO11P2ReS2 | the ωB97M-V functional and the def2-TZVPD basis

Calculated values
Energy relative to the best compared isomer or geometry (same formula, charge and spin)   1.8 kcal/mol
LUMO (spin up / spin down)   -0.2214 / -0.2169 Ha
Net charge   +1
Multiplicity   2
Orbital gap (spin up / spin down)   8.06 / 7.91 eV

```
27
Properties=species:S:1:pos:R:3:lowdin_charge:R:1
Re -0.150 -0.185 0.514 1.684
F 3.641 -2.833 0.136 0.209
C 2.677 -2.566 -0.714 -0.688
F 1.551 -3.157 -0.332 0.162
F 3.006 -2.903 -1.933 0.208
S 2.435 -0.704 -0.597 0.762
O 1.886 -0.568 0.800 -0.388
O 3.642 -0.073 -0.944 -0.156
N 1.115 -0.171 -1.418 -0.350
S 0.049 -1.157 -2.105 0.732
O -0.755 -1.587 -0.883 -0.397
O 0.471 -2.184 -2.973 -0.170
C -1.011 0.068 -3.063 -0.690
F -1.967 -0.647 -3.609 0.207
F -0.232 0.605 -3.970 0.208
F -1.498 0.979 -2.255 0.187
O 0.328 2.735 2.997 -0.048
P -0.611 2.735 1.742 0.335
O -0.964 3.985 1.117 -0.167
O 0.111 1.647 0.797 -0.383
O -1.911 1.906 2.305 -0.189
P -2.196 0.392 1.966 0.278
O -3.460 -0.036 2.731 0.011
O -2.221 0.212 0.452 -0.303
O -0.924 -0.435 2.342 -0.319
H 0.598 3.622 3.276 0.124
H -3.611 0.319 3.620 0.139
```